[1]
Density functional theory data (the ωB97M-V functional and the def2-TZVPD basis) for a cluster of 2 separate species, CH6OP2S in total at a distorted geometry.

Values from the calculation:
ΔE to the lowest compared entry with this formula, charge and spin   2.620 eV
E_HOMO (alpha / beta)   -0.32297 / -0.32291 Ha
HOMO-LUMO gap (alpha / beta)   7.5 / 7.5 eV

Atoms and positions in Å:
1 C -1.6645 0.4302 -0.6907
2 O 2.3704 0.4181 0.7188
3 P 1.5999 0.2604 -0.6566
4 P -0.2662 -0.5472 0.0776
5 S -0.7769 -2.3464 0.6892
6 H -2.3034 0.8161 0.1670
7 H -1.1941 1.2932 -1.2049
8 H -2.3518 -0.0021 -1.3884
9 H 1.8862 0.2206 1.4820
10 H 2.2261 -1.0026 -1.1226
11 H 0.4742 0.4597 1.9285

[2]
Density functional theory data (the ωB97M-V functional and the def2-TZVPD basis) for a cluster of 2 separate species, CH6OS in total.

Values from the calculation:
SMILES   CO.S
ΔE to the lowest compared entry with this formula, charge and spin   0.539 eV
E_HOMO   -0.36258 Ha
HOMO-LUMO gap   10.7 eV

Atoms and positions in Å:
1 S 3.6737 -1.2334 -1.2534
2 H 3.7571 -1.3098 -2.5892
3 H 5.0088 -1.1549 -1.1565
4 C -1.8410 0.5009 1.0833
5 O -2.7154 1.4032 0.4071
6 H -1.8301 0.7568 2.1424
7 H -2.2093 -0.5219 1.0383
8 H -0.8247 0.5924 0.7265
9 H -3.0191 0.9667 -0.3986

[3]
Density functional theory data (the ωB97M-V functional and the def2-TZVPD basis) for a structure of composition CH6P2S at a distorted geometry.

Values from the calculation:
ΔE to the lowest compared entry with this formula, charge and spin   1.765 eV
E_HOMO   -0.33003 Ha
HOMO-LUMO gap   8.8 eV

Atoms and positions in Å:
1 C -0.7319 -0.8760 0.2026
2 P 0.1624 -1.1268 1.7156
3 P 0.2774 2.3443 -0.7158
4 S 0.8050 0.3227 -1.1174
5 H -0.8258 -1.8101 -0.4829
6 H -1.6745 -0.3267 0.1241
7 H -0.6343 -2.3430 1.9668
8 H 1.1394 -1.8959 1.1966
9 H 0.0015 2.7785 -2.0464
10 H 1.4808 2.9330 -0.8433

[4]
Density functional theory data (the ωB97M-V functional and the def2-TZVPD basis) for a cluster of 2 separate species, CH6S in total.

Values from the calculation:
Multiplicity   2
⟨S²⟩   0.7512
ΔE to the lowest compared entry with this formula, charge and spin   0.194 eV
E_HOMO (alpha / beta)   0.03777 / -0.17087 Ha
HOMO-LUMO gap (alpha / beta)   3.2 / 8.7 eV
Charge   -1

Atoms and positions in Å:
1 S -0.9792 -0.0056 -2.5561
2 H -0.6738 -0.5177 -1.3008
3 H 0.0492 0.8400 -3.0219
4 C 0.3097 -0.0527 1.3987
5 H 0.1123 0.7857 2.0658
6 H 1.1856 0.2068 0.7849
7 H 0.5079 -0.9924 1.9192
8 H -0.5117 -0.2641 0.7103

[5]
Density functional theory data (the ωB97M-V functional and the def2-TZVPD basis) for a cluster of 2 separate species, CH6S in total at a distorted geometry.

Values from the calculation:
Multiplicity   2
⟨S²⟩   0.7531
ΔE to the lowest compared entry with this formula, charge and spin   0.211 eV
E_HOMO (alpha / beta)   -0.57637 / -0.57635 Ha
HOMO-LUMO gap (alpha / beta)   10.2 / 4.8 eV
Charge   +1

Atoms and positions in Å:
1 S 1.2785 1.4328 0.2338
2 H 0.6837 0.9223 -0.8905
3 H 1.9332 0.4190 0.8727
4 C -2.3126 -2.3921 -0.3698
5 H -2.7569 -1.9551 0.5177
6 H -2.1465 -1.6494 -1.1454
7 H -1.4410 -2.9695 -0.0678
8 H -2.9437 -3.1457 -0.8407

[6]
Density functional theory data (the ωB97M-V functional and the def2-TZVPD basis) for a cluster of 2 separate species, CH6S2 in total at a distorted geometry.

Values from the calculation:
SMILES   CS.S
ΔE to the lowest compared entry with this formula, charge and spin   1.343 eV
E_HOMO   -0.29876 Ha
HOMO-LUMO gap   8.8 eV

Atoms and positions in Å:
1 S 1.7486 -0.3840 0.5960
2 H 2.5572 0.7118 0.2473
3 H 1.6040 -0.5522 -0.7554
4 C -1.0410 0.2614 -0.5376
5 S -1.0761 0.1455 1.2818
6 H -2.1324 0.0114 -0.7546
7 H -0.2820 -0.4299 -0.9588
8 H -0.8516 1.3629 -0.6315
9 H -0.5268 -1.1270 1.5127

[7]
Density functional theory data (the ωB97M-V functional and the def2-TZVPD basis) for a cluster of 2 separate species, CH6S2 in total at a distorted geometry.

Values from the calculation:
SMILES   SS.C
ΔE to the lowest compared entry with this formula, charge and spin   0.522 eV
E_HOMO   -0.32935 Ha
HOMO-LUMO gap   9.0 eV

Atoms and positions in Å:
1 C 0.9968 -1.1238 2.4763
2 H 1.2818 -0.2420 1.8831
3 H 1.8487 -1.7607 2.7051
4 H 0.1665 -1.6282 2.0123
5 H 0.7972 -0.5646 3.4001
6 S -1.7048 0.6974 -2.3661
7 S -1.2705 1.7956 -4.1446
8 H -1.8520 1.9000 -1.7258
9 H -0.2638 0.9263 -4.2403

[8]
Density functional theory data (the ωB97M-V functional and the def2-TZVPD basis) for a cluster of 2 separate species, CH6S2Si in total at a distorted geometry.

Values from the calculation:
SMILES   [SiH2]=CS.S
ΔE to the lowest compared entry with this formula, charge and spin   3.128 eV
E_HOMO   -0.30488 Ha
HOMO-LUMO gap   8.3 eV

Atoms and positions in Å:
1 C -0.8721 -0.0824 0.0203
2 Si -0.5806 -0.8924 -1.4595
3 S -0.6922 1.7430 0.7635
4 S 2.1107 -0.2420 1.2862
5 H -1.2339 -0.6539 0.8093
6 H 1.0908 0.5764 0.9494
7 H -0.3285 -0.2188 -2.7292
8 H -0.6992 -2.3818 -1.6002
9 H -1.8927 1.7147 1.3923
10 H 3.0977 0.4372 0.5679